The following is a DFT calculation (ωB97M-V/def2-TZVPD) of a cluster of 18 separate species, C111H137N17O29 in total.

Values from the calculation:
max |F|: 5.9 eV/A
orbital gap: 5.6 eV
charge: +8
LUMO: -13.4 eV

Atoms and positions in Å:
C: 7.295 2.699 0.487
N: 8.617 2.680 -0.195
C: 9.443 1.673 0.011
C: 10.782 1.833 -0.430
C: 11.124 2.862 -1.328
C: 10.102 3.805 -1.634
C: 8.905 3.733 -0.952
C: 12.551 2.967 -1.807
C: 12.864 3.879 -2.829
C: 14.169 4.220 -3.033
N: 15.198 3.689 -2.291
C: 14.904 2.707 -1.361
C: 13.613 2.362 -1.097
C: 16.653 4.138 -2.454
H: 6.583 2.131 -0.127
H: 6.941 3.749 0.535
H: 7.343 2.293 1.495
H: 9.106 0.870 0.653
H: 11.491 1.100 -0.048
H: 10.234 4.643 -2.297
H: 8.098 4.437 -1.080
H: 12.157 4.324 -3.505
H: 14.534 4.944 -3.750
H: 15.690 2.196 -0.803
H: 13.455 1.605 -0.372
H: 16.706 5.212 -2.207
H: 16.980 3.972 -3.512
H: 17.213 3.549 -1.749
C: -8.924 -0.879 -1.451
N: -8.533 -0.812 -2.869
C: -8.006 -1.870 -3.550
C: -7.564 -1.792 -4.836
C: -7.782 -0.604 -5.534
C: -8.339 0.511 -4.868
C: -8.722 0.377 -3.546
C: -7.568 -0.525 -6.970
C: -7.843 -1.683 -7.755
C: -7.846 -1.589 -9.135
N: -7.585 -0.428 -9.744
C: -7.253 0.662 -9.023
C: -7.261 0.648 -7.660
C: -7.501 -0.388 -11.239
H: -9.944 -0.524 -1.334
H: -8.128 -0.338 -0.942
H: -8.824 -1.897 -1.071
H: -7.919 -2.763 -3.000
H: -7.173 -2.701 -5.318
H: -8.543 1.467 -5.359
H: -9.174 1.199 -3.032
H: -8.057 -2.612 -7.302
H: -8.004 -2.454 -9.786
H: -6.997 1.569 -9.556
H: -6.925 1.560 -7.196
H: -6.545 0.063 -11.491
H: -8.303 0.251 -11.595
H: -7.583 -1.366 -11.647
C: -4.003 -4.742 1.632
N: -2.656 -4.416 2.141
C: -2.541 -3.817 3.326
C: -1.308 -3.286 3.739
C: -0.248 -3.270 2.866
C: -0.387 -3.934 1.618
C: -1.532 -4.511 1.293
C: 0.991 -2.688 3.411
C: 0.926 -1.589 4.269
C: 2.106 -1.159 4.948
N: 3.224 -1.827 4.820
C: 3.372 -2.779 3.898
C: 2.242 -3.289 3.236
C: 4.376 -1.348 5.591
H: -4.674 -4.852 2.527
H: -3.915 -5.666 1.014
H: -4.315 -4.024 0.878
H: -3.470 -3.665 3.889
H: -1.268 -2.780 4.705
H: 0.364 -3.973 0.845
H: -1.743 -4.973 0.340
H: 0.034 -1.056 4.443
H: 1.969 -0.391 5.668
H: 4.362 -3.212 3.758
H: 2.333 -4.116 2.517
H: 4.748 -0.481 5.051
H: 5.149 -2.096 5.653
H: 4.019 -1.067 6.571
C: -9.554 3.302 4.010
N: -8.105 3.581 3.928
C: -7.305 2.828 4.706
C: -5.949 2.973 4.685
C: -5.365 3.944 3.829
C: -6.241 4.745 3.063
C: -7.619 4.513 3.143
C: -3.863 4.216 3.861
C: -3.400 5.547 3.895
C: -2.091 5.801 4.188
N: -1.216 4.791 4.420
C: -1.615 3.492 4.275
C: -2.898 3.193 3.978
C: 0.163 5.111 4.920
H: -10.092 4.144 3.600
H: -9.811 3.124 5.031
H: -9.815 2.396 3.493
H: -7.801 2.176 5.397
H: -5.369 2.323 5.320
H: -5.831 5.532 2.408
H: -8.295 5.144 2.602
H: -4.010 6.390 3.645
H: -1.651 6.791 4.113
H: -0.836 2.767 4.423
H: -3.224 2.190 3.804
H: 0.085 5.549 5.894
H: 0.477 5.905 4.251
H: 0.755 4.227 4.858
C: 4.004 5.417 3.382
N: 5.377 4.896 3.587
C: 5.651 3.754 4.305
C: 6.977 3.432 4.558
C: 8.006 4.238 4.043
C: 7.712 5.383 3.328
C: 6.367 5.625 3.096
C: 9.388 3.934 4.391
C: 9.878 2.629 4.240
C: 11.202 2.302 4.564
N: 12.030 3.232 5.046
C: 11.631 4.498 5.186
C: 10.312 4.829 4.903
C: 13.338 2.819 5.562
H: 3.801 6.232 4.053
H: 3.348 4.566 3.538
H: 3.863 5.657 2.332
H: 4.869 3.064 4.586
H: 7.139 2.549 5.169
H: 8.413 6.074 2.854
H: 6.031 6.476 2.547
H: 9.220 1.815 3.924
H: 11.611 1.289 4.494
H: 12.383 5.136 5.583
H: 10.048 5.884 5.117
H: 13.168 2.578 6.624
H: 14.092 3.614 5.493
H: 13.697 1.967 4.965
C: 3.635 -0.701 -4.209
N: 2.453 0.186 -4.182
C: 1.279 -0.289 -4.644
C: 0.095 0.415 -4.595
C: 0.112 1.717 -4.061
C: 1.355 2.228 -3.696
C: 2.480 1.431 -3.662
C: -1.115 2.477 -3.873
C: -2.314 1.805 -3.533
C: -3.472 2.534 -3.314
N: -3.454 3.877 -3.455
C: -2.334 4.529 -3.802
C: -1.156 3.850 -3.990
C: -4.564 4.762 -2.947
H: 3.911 -0.730 -5.274
H: 3.384 -1.651 -3.759
H: 4.413 -0.254 -3.618
H: 1.403 -1.262 -5.072
H: -0.837 -0.105 -4.842
H: 1.538 3.115 -3.134
H: 3.445 1.784 -3.284
H: -2.373 0.722 -3.435
H: -4.429 2.069 -3.027
H: -2.413 5.603 -3.898
H: -0.276 4.410 -4.318
H: -5.570 4.334 -3.061
H: -4.509 5.644 -3.578
H: -4.276 5.032 -1.958
C: -4.445 -1.822 -2.318
N: -3.187 -1.347 -1.657
C: -1.996 -1.759 -2.105
C: -0.832 -1.296 -1.561
C: -0.902 -0.359 -0.552
C: -2.148 0.047 -0.027
C: -3.270 -0.478 -0.644
C: 0.312 0.231 0.002
C: 0.405 0.549 1.355
C: 1.598 0.860 1.952
N: 2.710 0.888 1.202
C: 2.671 0.610 -0.110
C: 1.453 0.372 -0.778
C: 4.058 0.996 1.850
H: -5.167 -2.159 -1.545
H: -4.183 -2.699 -2.873
H: -4.836 -1.107 -3.001
H: -2.041 -2.530 -2.854
H: 0.073 -1.832 -1.854
H: -2.268 0.738 0.770
H: -4.287 -0.268 -0.369
H: -0.441 0.417 2.031
H: 1.652 1.137 3.020
H: 3.640 0.496 -0.547
H: 1.604 0.153 -1.815
H: 4.269 2.053 2.099
H: 4.831 0.540 1.206
H: 4.070 0.404 2.788
C: -2.546 -3.818 -7.453
N: -1.339 -4.365 -6.648
C: -1.409 -4.227 -5.314
C: -0.369 -4.789 -4.577
C: 0.692 -5.491 -5.155
C: 0.678 -5.613 -6.557
C: -0.341 -5.043 -7.266
C: 1.770 -6.146 -4.332
C: 2.553 -7.208 -4.807
C: 3.450 -7.805 -3.972
N: 3.655 -7.340 -2.753
C: 2.836 -6.386 -2.228
C: 1.889 -5.776 -3.004
C: 4.845 -7.838 -1.983
H: -3.077 -4.652 -7.934
H: -2.115 -3.206 -8.266
H: -3.165 -3.220 -6.762
H: -2.315 -3.783 -4.940
H: -0.465 -4.632 -3.503
H: 1.502 -6.171 -6.993
H: -0.405 -4.998 -8.324
H: 2.463 -7.687 -5.770
H: 4.067 -8.593 -4.335
H: 2.945 -6.114 -1.192
H: 1.223 -5.054 -2.581
H: 4.756 -7.565 -0.939
H: 5.744 -7.373 -2.399
H: 4.850 -8.929 -2.098
C: -11.269 -6.050 3.260
O: -10.253 -5.108 3.796
C: -9.930 -5.333 5.163
C: -9.100 -4.176 5.678
N: -8.014 -3.727 4.661
H: -7.600 -4.594 4.328
H: -8.489 -3.288 3.863
C: -6.962 -2.867 5.188
C: -6.343 -1.911 4.150
O: -7.276 -0.965 3.616
C: -6.596 0.028 2.853
H: -11.508 -5.743 2.261
H: -12.230 -6.062 3.825
H: -10.851 -7.065 3.338
H: -9.429 -6.274 5.369
H: -10.798 -5.209 5.834
H: -8.594 -4.470 6.609
H: -9.735 -3.287 5.878
H: -6.231 -3.506 5.707
H: -7.401 -2.194 5.914
H: -5.931 -2.477 3.314
H: -5.511 -1.333 4.599
H: -6.158 -0.362 1.909
H: -5.817 0.459 3.479
H: -7.257 0.822 2.520
O: -2.782 -0.786 3.175
C: -2.784 0.030 4.559
O: -1.620 0.344 4.816
O: -3.932 0.314 4.838
H: -3.680 -0.643 2.821
O: -7.618 -3.242 1.290
C: -6.702 -3.067 0.227
O: -6.627 -1.839 -0.078
O: -6.142 -4.099 -0.090
H: -7.916 -2.363 1.547
O: 3.089 4.150 0.638
C: 3.887 3.774 -0.406
O: 3.428 2.862 -1.109
O: 4.995 4.333 -0.490
H: 2.233 3.753 0.415
O: 3.217 -1.885 -0.858
C: 2.352 -2.902 -1.440
O: 2.186 -3.811 -0.657
O: 1.844 -2.606 -2.534
H: 3.682 -2.218 -0.079
O: -4.194 2.854 -0.400
C: -5.345 2.151 -0.154
O: -5.412 1.376 -1.178
O: -6.021 2.110 0.910
H: -3.979 3.535 0.377
O: 6.049 -1.208 2.499
C: 7.302 -0.474 2.557
O: 7.328 0.515 3.376
O: 8.070 -0.826 1.624
H: 6.232 -1.949 1.941
O: -3.505 -5.353 -3.313
C: -2.863 -5.312 -2.064
O: -3.239 -6.228 -1.270
O: -1.994 -4.378 -2.005
H: -4.132 -6.077 -3.307
O: 1.837 2.979 6.499
C: 2.490 2.463 5.390
O: 3.518 1.778 5.672
O: 2.087 2.643 4.239
H: 2.450 3.235 7.184
O: -4.573 0.419 -5.150
C: -4.050 -0.860 -5.434
O: -4.812 -1.680 -6.006
O: -2.883 -0.968 -4.888
H: -5.453 0.362 -5.524